{"formula": "C24H33N6O5P", "method": "ωB97M-V/def2-TZVPD", "species": ["O", "H", "H", "H", "P", "O", "O", "O", "O", "N", "C", "C", "C", "C", "H", "H", "H", "H", "H", "N", "C", "C", "C", "C", "H", "H", "H", "H", "H", "N", "C", "C", "C", "C", "H", "H", "H", "H", "H", "N", "C", "C", "C", "C", "H", "H", "H", "H", "H", "N", "C", "C", "C", "C", "H", "H", "H", "H", "H", "N", "C", "C", "C", "C", "H", "H", "H", "H", "H"], "xyz": [[-0.56, 0.22, -0.35], [-0.91, -0.61, -0.66], [0.18, -0.28, 0.19], [-1.07, 0.35, 0.39], [-0.04, -1.26, 2.24], [-0.78, -2.51, 1.80], [-0.97, -0.04, 1.98], [0.90, -1.01, 1.20], [0.43, -1.32, 3.60], [0.59, 1.90, -4.19], [0.36, 1.91, -5.50], [0.48, 0.73, -6.06], [0.84, -0.22, -4.99], [0.77, 0.53, -3.81], [0.61, 2.78, -3.60], [0.10, 2.96, -5.98], [0.50, 0.54, -7.09], [1.40, -1.33, -5.06], [1.04, 0.27, -2.86], [3.32, -2.26, 1.14], [3.44, -3.63, 1.10], [4.79, -3.74, 0.94], [5.57, -2.46, 0.97], [4.56, -1.52, 1.30], [2.33, -1.78, 1.23], [2.60, -4.21, 0.92], [5.11, -4.82, 0.70], [6.60, -2.48, 0.85], [4.69, -0.52, 1.39], [-3.38, 0.03, 1.69], [-4.21, -1.04, 1.61], [-5.45, -0.66, 1.34], [-5.41, 0.78, 1.52], [-4.16, 1.20, 1.71], [-2.24, 0.02, 1.87], [-3.72, -2.05, 1.81], [-6.23, -1.39, 1.11], [-6.30, 1.48, 1.41], [-3.66, 2.20, 1.90], [2.44, 0.88, 0.48], [2.36, 2.06, 1.04], [3.24, 2.78, 0.28], [3.91, 1.93, -0.75], [3.23, 0.75, -0.64], [1.93, 0.03, 0.93], [1.74, 2.33, 1.97], [3.33, 3.98, 0.42], [4.73, 2.25, -1.59], [3.27, -0.09, -1.15], [-1.26, -2.63, -0.67], [-0.41, -2.70, -1.79], [-1.10, -2.71, -2.92], [-2.56, -2.82, -2.49], [-2.63, -2.74, -1.12], [-1.16, -2.66, 0.28], [0.70, -2.83, -1.42], [-0.68, -2.70, -3.99], [-3.41, -2.89, -3.11], [-3.37, -2.82, -0.51], [-1.31, 2.40, 2.62], [-1.64, 2.69, 3.95], [-1.99, 4.01, 3.90], [-1.79, 4.51, 2.42], [-1.12, 3.47, 1.81], [-1.18, 1.34, 2.45], [-2.09, 1.88, 4.43], [-2.60, 4.66, 4.64], [-1.84, 5.42, 1.93], [-0.89, 3.46, 0.83]], "e_above_lowest_kj_mol": 129.7, "fmax_ev_per_a": 10.4, "spin_multiplicity": 1, "homo_ev": -2.3, "total_charge": -2, "gap_ev": 6.59}